No. 1
Here is a molecular structure, C33H39F8GaNO24 in a non-equilibrium geometry from the OMol25 dataset. Energies are from ωB97M-V with the def2-TZVPD basis set.

```
! wB97M-V def2-TZVPD RIJCOSX def2/J DEFGRID3
* xyz -1 1
C -1.2136 5.1686 2.9621
C -0.9396 4.1433 1.7701
C 0.1441 4.5017 0.6973
C 0.4555 3.5019 -0.4813
C -0.3562 2.1763 -0.5335
C -0.1453 1.0316 -1.6564
Ga 1.4443 1.3719 -2.9300
C 1.2129 3.0262 -4.1651
N 2.0497 2.7825 -5.3970
C -1.4524 1.8480 0.5547
C -1.7674 2.8144 1.7239
H -0.2467 5.6788 3.3339
H -1.7023 4.5739 3.8207
H -1.9114 6.0161 2.6181
H 0.7444 5.4782 0.7699
H 1.2429 3.7491 -1.2623
H -1.1541 0.8597 -2.1936
H 0.0690 0.0623 -1.0566
H 1.5732 0.0456 -3.8562
H 2.7864 1.4181 -2.0320
H 1.6283 3.9288 -3.5745
H 0.0895 3.1277 -4.3856
H 1.8935 1.8057 -5.7179
H 3.0447 2.8921 -5.1289
H -2.0419 0.8670 0.4711
H -2.5546 2.5136 2.4870
C -6.0287 3.4810 0.0933
C -6.8427 2.7077 1.0814
O -5.9838 2.6054 2.1971
C -5.1928 3.7156 2.1489
O -4.5312 4.1097 3.0636
O -5.2530 4.3240 0.9323
F -7.1074 1.4576 0.6242
H -5.3632 2.8433 -0.4961
H -6.6472 4.0673 -0.5881
H -7.7746 3.1979 1.3787
C -1.0621 2.8171 6.3613
C 0.1376 2.2263 5.6930
O 0.7219 1.4402 6.7170
C -0.3167 1.0566 7.5134
O -0.2534 0.1716 8.3177
O -1.4344 1.7967 7.2780
F 1.0178 3.1891 5.3347
H -0.8308 3.7328 6.9128
H -1.8693 3.0264 5.6579
H -0.0926 1.5951 4.8297
C 2.7405 -0.9924 6.8357
C 4.1500 -0.4998 6.7696
O 4.8062 -1.4960 6.0130
C 3.8495 -2.0146 5.1883
O 4.0837 -2.6841 4.2270
O 2.5951 -1.6679 5.5935
F 4.7116 -0.4579 8.0059
H 2.5784 -1.6998 7.6541
H 2.0197 -0.1796 6.9275
H 4.2645 0.4707 6.2779
C -6.3590 -0.5371 -2.4933
C -6.6910 -1.7187 -1.6383
O -5.4553 -2.0315 -1.0229
C -4.7853 -0.8448 -0.9402
O -3.8323 -0.6612 -0.2462
O -5.3425 0.1067 -1.7413
F -7.0758 -2.7747 -2.3976
H -5.9616 -0.8229 -3.4716
H -7.2147 0.1233 -2.6416
H -7.4442 -1.5211 -0.8701
C -4.5837 -4.6230 -2.0250
C -4.2124 -5.6114 -0.9668
O -4.7135 -6.8316 -1.4750
C -4.6738 -6.7034 -2.8317
O -4.7642 -7.6198 -3.5962
O -4.5115 -5.4046 -3.2105
F -4.8458 -5.3375 0.1991
H -5.5968 -4.2398 -1.9057
H -3.8928 -3.7802 -2.0681
H -3.1364 -5.7005 -0.7915
C 0.2934 -3.5612 -6.3770
C 1.5712 -3.1219 -5.7389
O 1.4238 -1.7225 -5.6465
C 0.0832 -1.5041 -5.5314
O -0.4017 -0.4761 -5.1661
O -0.6385 -2.6122 -5.8794
F 2.6313 -3.3918 -6.5403
H 0.3252 -3.5011 -7.4678
H 0.0119 -4.5758 -6.0892
H 1.7436 -3.5399 -4.7425
C 7.7180 -0.7393 7.5733
C 8.5913 -1.9496 7.4861
O 9.8950 -1.4166 7.6057
C 9.7589 -0.2906 8.3618
O 10.6687 0.2751 8.8947
O 8.4579 0.1077 8.4428
F 8.4788 -2.5450 6.2756
H 7.5875 -0.2430 6.6073
H 6.7368 -0.9641 7.9865
H 8.4209 -2.6854 8.2777
C 4.4687 -1.2923 -10.4430
C 4.0038 -0.4908 -9.2688
O 2.6921 -0.9677 -9.0524
C 2.6984 -2.2578 -9.4856
O 1.8526 -3.0596 -9.2175
O 3.7911 -2.5264 -10.2559
F 3.9390 0.8263 -9.5748
H 4.1674 -0.8537 -11.3986
H 5.5503 -1.4351 -10.4481
H 4.6002 -0.6317 -8.3627
*
```

The value obtained for the calculated total energy is -5865.01247 Eh. Its energy above the lowest of the compared OMol25 structures with the same formula, charge and spin is 497.8 kJ/mol. For the HOMO energy, the calculation gives -0.132 Eh. Its gap between HOMO and LUMO is 5.20 eV.

=====

No. 2
Here is a molecular structure, C33H40BiN2O4PS4 in a non-equilibrium geometry from the OMol25 dataset. Energies are from ωB97M-V with the def2-TZVPD basis set.

```
! wB97M-V def2-TZVPD RIJCOSX def2/J DEFGRID3
* xyz 0 1
Bi -0.3865 -0.1556 -0.6003
S -3.2773 0.2443 -0.4231
C -3.8375 -1.3009 0.1065
C -4.9121 -1.4252 1.0620
C -5.3814 -2.6658 1.4880
C -4.8052 -3.8311 0.9838
C -3.7793 -3.7429 0.0560
C -3.2864 -2.5106 -0.3870
S -1.8173 -2.4906 -1.4652
C -0.6542 -3.9577 -1.2045
C 0.3924 -4.0159 -2.2815
C 0.3878 -4.9338 -3.3529
C 1.3407 -4.8342 -4.3805
C 2.3400 -3.8709 -4.2497
C 2.3860 -3.1642 -3.0214
C 3.4034 -2.1269 -2.7776
S 2.5430 -0.4958 -2.9977
C 3.3634 0.5603 -1.8262
C 4.2858 1.4794 -2.3452
C 4.7044 2.5477 -1.5737
C 4.2148 2.7151 -0.2448
C 3.3958 1.7190 0.3030
C 2.9723 0.6048 -0.4647
S 2.0389 -0.6918 0.3464
N 1.4677 -3.2291 -2.0730
H -5.4007 -0.4925 1.3782
H -6.2580 -2.7081 2.1663
H -5.1741 -4.7917 1.2950
H -3.4195 -4.6238 -0.4737
H -1.3363 -4.8529 -1.2320
H -0.2519 -3.8341 -0.1970
H -0.4802 -5.5476 -3.4299
H 1.3041 -5.4514 -5.2733
H 3.1332 -3.7512 -4.9326
H 4.2191 -2.1422 -3.5026
H 3.7401 -2.1285 -1.7405
H 4.6385 1.3595 -3.3773
H 5.3717 3.3179 -1.9284
H 4.5078 3.6038 0.3073
H 3.0173 1.7441 1.3166
C 0.8920 0.5001 6.1099
C 0.4599 -0.6296 5.1939
C 1.5636 -1.6890 5.0588
C -0.8604 -1.2459 5.6855
O 0.3000 -0.1822 3.8172
P -0.6321 0.7851 2.9831
O -1.9853 1.0008 3.5607
O -0.6359 0.1469 1.5394
O 0.2317 2.0927 2.8027
C -0.0565 3.4821 3.0658
C -1.1805 3.8887 2.0544
C 1.2447 4.2275 2.7688
C -0.5019 3.6989 4.5302
H 1.1529 0.0916 7.1103
H 0.0535 1.2509 6.2524
H 1.7350 0.9953 5.6067
H 1.8956 -2.1870 5.9581
H 2.4685 -1.1812 4.6812
H 1.2360 -2.4615 4.3426
H -0.8234 -1.6305 6.7272
H -1.0607 -1.9975 4.9323
H -1.6085 -0.4317 5.6258
H -0.9371 3.4546 1.0965
H -1.3476 4.9676 1.9444
H -2.0633 3.3984 2.4373
H 1.5924 4.0022 1.7398
H 2.0223 3.8607 3.4377
H 1.0880 5.3352 2.8645
H -1.4194 3.1245 4.6035
H -0.7958 4.7732 4.6762
H 0.2460 3.3221 5.2228
C -1.1402 2.3829 -7.4517
C -1.2366 1.9401 -6.0176
C -0.6693 2.7410 -5.0073
C -0.6485 2.2842 -3.7158
N -1.2782 1.1443 -3.3448
C -1.8087 0.3809 -4.2983
C -1.7914 0.7140 -5.6351
H -0.9280 1.5181 -8.0548
H -0.3268 3.0856 -7.6142
H -2.1109 2.7924 -7.8464
H -0.2590 3.6941 -5.2940
H -0.2031 2.8798 -2.9391
H -2.2941 -0.5007 -3.9140
H -2.2893 0.0515 -6.3491
*
```

The value obtained for the calculated total energy is -3840.77291 Eh. Its energy above the lowest of the compared OMol25 structures with the same formula, charge and spin is 239.2 kJ/mol. For the HOMO energy (alpha / beta), the calculation gives -0.263 / -0.263 Eh. Its gap between HOMO and LUMO (alpha / beta) is 5.93 / 5.93 eV.

=====

No. 3
Here is 2 unconnected molecules or ions with the total composition C33H40Br2ClF13NO3 in a non-equilibrium geometry from the OMol25 dataset. Energies are from ωB97M-V with the def2-TZVPD basis set.

```
! wB97M-V def2-TZVPD RIJCOSX def2/J DEFGRID3
* xyz 1 1
C -2.8939 -1.1143 4.1732
C -1.7344 -0.1886 3.8787
C -1.0535 0.4402 4.8954
C -0.0399 1.2918 4.6089
C 0.3155 1.5237 3.3092
C -0.3269 0.9066 2.2744
C 0.0097 1.0554 0.7982
C 1.2576 1.8889 0.4466
O 0.8487 3.1178 -0.1454
C 0.7576 4.1967 0.7633
C -0.6920 4.5600 1.1715
Br -0.7404 4.9008 3.1113
C -1.2473 5.8358 0.5237
C -2.7722 5.8477 0.6745
Br -0.8775 5.9293 -1.3873
C 2.1833 1.1037 -0.5732
C 3.5722 0.9721 0.0675
C 4.4442 -0.0841 -0.6288
C 4.7706 -1.2823 0.2648
F 5.8779 -1.8715 -0.2415
F 5.1080 -0.8211 1.4959
C 3.6183 -2.2995 0.3377
F 3.4534 -2.7442 -0.9282
F 2.4720 -1.6604 0.6490
C 3.8430 -3.5433 1.2630
F 3.5253 -4.6422 0.5365
F 5.1213 -3.6975 1.6104
C 2.9231 -3.6148 2.5188
F 3.2453 -4.7811 3.1351
F 1.6442 -3.7337 2.1475
C 3.1087 -2.5124 3.5912
F 4.3918 -2.1597 3.7451
F 2.4036 -1.4072 3.2969
C 2.6012 -3.0040 5.0053
F 3.5340 -3.6828 5.6552
F 2.3625 -1.8876 5.7258
F 1.4500 -3.6688 4.9250
O 2.2281 1.8208 -1.8028
C 2.2318 1.0114 -2.9330
Cl 3.6716 1.5286 -3.9244
C 0.9942 1.1536 -3.8302
C -0.3059 1.4591 -3.0751
C -0.8265 2.8503 -3.5027
O -1.2786 0.4968 -3.5477
C -2.2042 0.1496 -2.5493
C -3.0913 -0.9503 -3.0999
C -2.7079 -2.2462 -2.9116
C -3.4752 -3.2543 -3.4349
C -4.6050 -2.9223 -4.1263
C -4.9990 -1.6337 -4.3229
C -4.2264 -0.6351 -3.7952
C -1.3496 0.0443 2.5936
H -2.8644 -1.9925 3.5322
H -2.8501 -1.3931 5.2238
H -3.8199 -0.5674 3.9942
H -1.3259 0.2550 5.9260
H 0.5248 1.7857 5.3865
H 1.1263 2.2156 3.1285
H 0.0579 0.0386 0.3996
H -0.8548 1.5126 0.3120
H 1.8805 2.0643 1.3203
H 1.1617 5.0694 0.2462
H 1.3622 4.0726 1.6615
H -1.3454 3.7187 0.9493
H -0.8135 6.6927 1.0304
H -3.1808 6.8126 0.3846
H -3.0701 5.6303 1.6989
H -3.1651 5.0651 0.0276
H 1.7139 0.1325 -0.7316
H 4.0027 1.9700 0.0045
H 3.3888 0.7440 1.1158
H 5.4168 0.3638 -0.8257
H 4.0723 -0.4190 -1.5919
H 2.3732 -0.0446 -2.7140
H 0.8553 0.1834 -4.3117
H 1.1752 1.8460 -4.6445
H -0.2005 1.3894 -1.9946
H -1.3898 3.3302 -2.7073
H -0.0228 3.4706 -3.8860
H -1.5191 2.6791 -4.3277
H -1.7237 -0.2503 -1.6490
H -2.8599 0.9955 -2.3030
H -1.7993 -2.4596 -2.3652
H -3.1397 -4.2759 -3.2951
H -5.2069 -3.7126 -4.5731
H -5.8776 -1.3762 -4.8944
H -4.4629 0.4114 -3.9312
H -1.8610 -0.4648 1.7804
N -4.4560 -6.7088 -3.1617
H -5.1442 -6.1229 -2.6798
H -3.5420 -6.5905 -2.7182
H -4.7403 -7.6899 -3.1060
H -4.3971 -6.4227 -4.1429
*
```

The value obtained for the calculated total energy is -8468.14250 Eh. For the HOMO energy, the calculation gives -0.390 Eh. Its gap between HOMO and LUMO is 6.20 eV.

=====

The lowest calculated total energy belongs to which entry?
C33H40Br2ClF13NO3

=====

The highest calculated total energy belongs to which entry?
C33H40BiN2O4PS4

=====

Which value of calculated total energy does entry 2 give?
-3840.77291 Eh

=====

Among the records above, which one has the highest calculated total energy?
C33H40BiN2O4PS4